## A
{
  "formula": "C2H3FS",
  "method": "the ωB97M-V functional and the def2-TZVPD basis",
  "elements": ["C", "C", "F", "S", "H", "H", "H"],
  "positions_angstrom": [[-0.36, 0.13, -1.14], [-0.07, 0.34, 0.38], [-1.20, 0.13, 1.01], [0.66, 0.68, -2.23], [-1.28, -0.31, -1.31], [0.49, 1.23, 0.78], [0.97, -0.65, 0.60]],
  "lumo_energy_ev": -0.550,
  "homo_lumo_gap_ev": 8.5
}

## B
{
  "formula": "C2H3FS",
  "method": "the ωB97M-V functional and the def2-TZVPD basis",
  "elements": ["F", "C", "C", "S", "H", "H", "H"],
  "positions_angstrom": [[0.86, -1.43, 0.20], [0.58, -0.29, -0.31], [-0.57, 0.37, 0.30], [-0.94, -0.28, -1.33], [1.41, 0.43, -0.59], [-0.90, -0.21, 1.24], [-0.44, 1.41, 0.49]],
  "lumo_energy_ev": 1.029,
  "homo_lumo_gap_ev": 10.3,
  "smiles": "F[C@@H]1CS1"
}

Most stable structure, least stable structure: B, A.

## A
{
  "formula": "C4H7FN2",
  "method": "the ωB97M-V functional and the def2-TZVPD basis",
  "elements": ["C", "C", "C", "C", "H", "H", "H", "H", "H", "H", "H", "N", "N", "F"],
  "positions_angstrom": [[-0.07, -0.72, -1.06], [1.04, -1.48, -0.34], [0.15, -0.60, 0.45], [-1.30, 1.63, 0.76], [0.29, 0.22, -1.41], [1.22, -2.52, -0.28], [1.91, -0.88, -0.59], [-0.63, -1.06, 1.14], [1.69, 1.01, 0.17], [-1.79, 0.67, 0.50], [-1.97, 2.56, 0.60], [0.66, 0.62, 0.93], [-0.06, 1.84, 0.90], [-1.13, -1.30, -1.76]],
  "lumo_energy_ev": 0.747,
  "homo_lumo_gap_ev": 9.8
}

## B
{
  "formula": "C4H7FN2",
  "method": "the ωB97M-V functional and the def2-TZVPD basis",
  "elements": ["C", "C", "C", "C", "N", "N", "F", "H", "H", "H", "H", "H", "H", "H"],
  "positions_angstrom": [[0.56, -1.70, 3.31], [1.21, -0.58, 3.01], [0.55, 1.08, 1.30], [-0.80, 1.03, -3.39], [0.86, 0.26, 2.07], [-0.40, 0.46, -2.13], [-1.54, -0.25, -1.57], [0.67, -2.52, 4.06], [-0.26, -2.06, 2.62], [2.17, -0.49, 3.65], [-0.28, 1.27, -1.39], [-0.02, 1.80, -3.86], [-0.89, 0.22, -4.13], [-1.83, 1.47, -3.56]],
  "lumo_energy_ev": 0.556,
  "homo_lumo_gap_ev": 10.4
}

Most stable structure, least stable structure: A, B.

## A
{
  "formula": "CH4N2O2",
  "method": "the ωB97M-V functional and the def2-TZVPD basis",
  "elements": ["C", "H", "H", "H", "H", "N", "N", "O", "O"],
  "positions_angstrom": [[-0.02, -0.19, 0.40], [2.20, -0.33, -1.20], [0.99, 1.39, -0.47], [-0.08, -0.98, 1.17], [-2.98, 0.57, 0.11], [1.16, 0.57, 0.20], [-1.06, 0.47, -0.08], [2.12, -0.44, -0.14], [-2.20, -0.42, -0.22]],
  "lumo_energy_ev": 0.486,
  "homo_lumo_gap_ev": 9.3
}

## B
{
  "formula": "CH4N2O2",
  "method": "the ωB97M-V functional and the def2-TZVPD basis",
  "elements": ["N", "N", "O", "C", "O", "H", "H", "H", "H"],
  "positions_angstrom": [[3.68, -1.23, 0.25], [3.46, -0.17, 0.01], [3.24, 0.88, -0.32], [-0.28, 0.09, -0.19], [0.89, 0.39, 0.51], [-0.67, -0.84, 0.23], [-0.03, -0.22, -1.19], [-0.92, 1.01, -0.10], [0.65, 1.19, 0.97]],
  "lumo_energy_ev": 0.869,
  "homo_lumo_gap_ev": 11.2,
  "smiles": "N#[N+][O-].CO"
}

## C
{
  "formula": "CH4N2O2",
  "method": "the ωB97M-V functional and the def2-TZVPD basis",
  "elements": ["C", "N", "N", "O", "O", "H", "H", "H", "H"],
  "positions_angstrom": [[0.18, -0.41, 0.13], [0.93, 0.43, -0.72], [-1.23, -0.04, 0.07], [-1.44, 1.16, 0.12], [-2.06, -0.93, 0.00], [0.13, -1.45, -0.11], [0.49, -0.21, 1.73], [1.15, 1.35, -0.29], [1.86, 0.09, -0.93]],
  "lumo_energy_ev": -0.456,
  "homo_lumo_gap_ev": 9.8
}

## D
{
  "formula": "CH4N2O2",
  "method": "the ωB97M-V functional and the def2-TZVPD basis",
  "elements": ["N", "N", "O", "C", "O", "H", "H", "H", "H"],
  "positions_angstrom": [[-1.49, 1.22, -0.49], [-1.52, 1.28, 0.62], [-1.66, 1.40, 1.77], [1.00, -0.57, -0.55], [0.43, -0.44, 0.68], [0.21, -0.32, -1.29], [1.36, -1.56, -0.92], [1.72, 0.23, -0.65], [-0.05, -1.25, 0.83]],
  "lumo_energy_ev": 0.915,
  "homo_lumo_gap_ev": 11.3,
  "smiles": "N#[N+][O-].CO"
}

Most stable structure, least stable structure: D, A.

## A
{
  "formula": "C4H2",
  "method": "the ωB97M-V functional and the def2-TZVPD basis",
  "elements": ["C", "C", "C", "C", "H", "H"],
  "positions_angstrom": [[1.84, -0.21, 0.10], [0.66, -0.10, -0.07], [-0.69, -0.28, -0.08], [-1.86, -0.14, 0.08], [2.94, 0.38, -0.05], [-2.89, 0.35, 0.03]],
  "lumo_energy_ev": 0.296,
  "homo_lumo_gap_ev": 10.1,
  "smiles": "C#CC#C"
}

## B
{
  "formula": "C4H2",
  "method": "the ωB97M-V functional and the def2-TZVPD basis",
  "elements": ["C", "C", "C", "C", "H", "H"],
  "positions_angstrom": [[1.77, -0.06, 0.72], [0.68, -0.04, 0.23], [-0.67, 0.17, -0.21], [-1.74, 0.17, -0.80], [2.77, -0.26, 1.14], [-2.80, 0.01, -1.09]],
  "lumo_energy_ev": 1.067,
  "homo_lumo_gap_ev": 11.0,
  "smiles": "C#CC#C"
}

Most stable structure, least stable structure: B, A.

## A
{
  "formula": "C6H6S2",
  "method": "the ωB97M-V functional and the def2-TZVPD basis",
  "elements": ["S", "C", "C", "S", "C", "C", "C", "C", "H", "H", "H", "H", "H", "H"],
  "positions_angstrom": [[-2.54, -0.53, -0.01], [-1.22, 0.09, 0.66], [0.18, 0.22, 0.06], [0.68, 1.95, -0.24], [1.15, -0.24, 1.09], [2.03, -1.18, 0.65], [1.57, -1.54, -0.75], [0.48, -0.77, -1.06], [-1.21, 0.57, 1.65], [0.02, 2.12, -1.49], [1.25, 0.26, 2.06], [2.79, -1.71, 1.18], [1.99, -2.36, -1.33], [-0.24, -1.03, -1.86]],
  "lumo_energy_ev": -0.580,
  "homo_lumo_gap_ev": 8.2,
  "smiles": "S=CC1(S)C=CC=C1"
}

## B
{
  "formula": "C6H6S2",
  "method": "the ωB97M-V functional and the def2-TZVPD basis",
  "elements": ["C", "C", "C", "C", "C", "C", "H", "H", "H", "H", "H", "H", "S", "S"],
  "positions_angstrom": [[0.11, -1.93, -0.03], [-0.27, -0.73, -0.38], [-0.33, 0.36, 0.62], [0.54, 1.15, 1.39], [0.57, 1.33, -0.05], [-0.78, -0.22, -1.60], [-0.05, -2.74, -0.85], [0.53, -2.33, 0.89], [-1.36, 0.70, 1.01], [1.58, 0.84, 1.83], [0.21, 2.13, 1.94], [1.40, 0.77, -0.51], [-0.74, 1.60, -1.31], [-1.42, -0.93, -2.96]],
  "lumo_energy_ev": -1.038,
  "homo_lumo_gap_ev": 7.4
}

Most stable structure, least stable structure: A, B.

## A
{
  "formula": "C6H7F",
  "method": "the ωB97M-V functional and the def2-TZVPD basis",
  "elements": ["C", "C", "C", "C", "C", "C", "F", "H", "H", "H", "H", "H", "H", "H"],
  "positions_angstrom": [[-3.19, 1.53, -0.41], [-2.20, 0.88, -0.17], [-0.94, 0.30, -0.05], [0.21, 1.01, 0.65], [-0.61, -1.05, -0.45], [0.57, -1.77, -0.02], [-1.55, -1.74, -1.10], [-4.08, 2.07, -0.64], [1.12, 1.21, 0.11], [-0.19, 1.97, 0.98], [0.47, 0.41, 1.48], [0.45, -2.87, 0.14], [1.23, -1.43, -0.94], [1.12, -1.26, 0.83]],
  "lumo_energy_ev": 0.912,
  "homo_lumo_gap_ev": 8.9,
  "smiles": "C#C/C(C)=C(/C)F"
}

## B
{
  "formula": "C6H7F",
  "method": "the ωB97M-V functional and the def2-TZVPD basis",
  "elements": ["F", "C", "C", "C", "C", "C", "C", "H", "H", "H", "H", "H", "H", "H"],
  "positions_angstrom": [[3.01, -0.62, -0.13], [1.90, 0.26, 0.01], [0.47, -0.14, 0.01], [-0.14, -1.35, 0.14], [-1.53, -1.11, -0.02], [-1.87, 0.08, -0.25], [-0.56, 0.97, 0.16], [1.98, 1.01, -0.84], [2.34, 0.88, 0.90], [0.41, -2.29, -0.05], [-2.24, -2.02, 0.22], [-2.83, 0.80, -0.52], [-0.72, 1.65, 1.03], [-0.22, 1.87, -0.66]],
  "lumo_energy_ev": 0.708,
  "homo_lumo_gap_ev": 9.3,
  "smiles": "FCC1=CC=CC1"
}

## C
{
  "formula": "C6H7F",
  "method": "the ωB97M-V functional and the def2-TZVPD basis",
  "elements": ["C", "C", "C", "C", "C", "C", "F", "H", "H", "H", "H", "H", "H", "H"],
  "positions_angstrom": [[0.68, -0.08, 0.55], [1.46, -0.67, 1.43], [-1.56, 0.38, -0.27], [-0.44, -0.52, -0.42], [0.92, 1.30, 0.00], [-0.51, 0.77, -1.30], [0.37, 2.25, 0.86], [2.43, -0.33, 1.91], [1.27, -1.58, 1.86], [-2.52, 0.00, -0.67], [-1.62, 0.86, 0.64], [-0.70, -1.62, -0.57], [1.83, 1.78, -0.47], [-0.36, 0.82, -2.32]],
  "lumo_energy_ev": 1.040,
  "homo_lumo_gap_ev": 10.4
}

Most stable structure, least stable structure: A, C.